Computed, not measured: a 11-piece molecular cluster, C72H162F12N9P2 overall at a distorted geometry, with ωB97M-V/def2-TZVPD.

Bonds (Å) are listed after each position.
Positions of all 257 atoms, in Å:
1 C 4.17193 4.09187 1.04966  C2 1.566, H10 1.090, H11 1.090, H12 1.090
2 C 4.20652 3.35300 2.42964  C1 1.566, C3 1.527, H13 1.090, H14 1.090
3 C 3.20556 2.20276 2.51891  C2 1.527, N4 1.625, H15 1.090, H16 1.090
4 N 2.91955 1.79163 4.06438  C3 1.625, C5 1.548, C6 1.555, C9 1.474
5 C 4.22086 1.50395 4.85159  N4 1.548, H17 1.090, H18 1.090, H19 1.090
6 C 2.02674 0.52235 4.16971  N4 1.555, C7 1.615, H20 1.090, H21 1.090
7 C 1.51843 0.38590 5.69691  C6 1.615, C8 1.532, H22 1.090, H23 1.090
8 C 1.49257 1.87101 6.07090  C7 1.532, C9 1.543, H24 1.090, H25 1.090
9 C 1.96214 2.62738 4.81063  N4 1.474, C8 1.543, H26 1.090, H27 1.090
10 H 4.51479 5.12269 1.13884  C1 1.090
11 H 3.17666 4.18168 0.61438  C1 1.090
12 H 4.81571 3.59511 0.32379  C1 1.090
13 H 4.16427 4.10221 3.22021  C2 1.090
14 H 5.11190 2.75743 2.54661  C2 1.090
15 H 3.62936 1.28319 2.11534  C3 1.090
16 H 2.27745 2.46789 2.01251  C3 1.090
17 H 4.91016 2.34500 4.77672  C5 1.090
18 H 4.67576 0.58735 4.47609  C5 1.090
19 H 4.09411 1.44961 5.93283  C5 1.090
20 H 2.69099 -0.29662 3.89372  C6 1.090
21 H 1.20781 0.73531 3.48262  C6 1.090
22 H 2.27751 -0.15856 6.25857  C7 1.090
23 H 0.57300 -0.14471 5.80967  C7 1.090
24 H 2.15761 2.03367 6.91906  C8 1.090
25 H 0.54665 2.31435 6.38200  C8 1.090
26 H 2.59080 3.46666 5.10809  C9 1.090
27 H 1.11546 2.99896 4.23343  C9 1.090
28 C 1.54350 -2.36097 -2.36653  C29 1.424, H37 1.090, H38 1.090, H39 1.090
29 C 1.40463 -2.26765 -3.78067  C28 1.424, C30 1.610, H40 1.090, H41 1.090
30 C 2.17027 -3.45421 -4.55446  C29 1.610, N31 1.562, H42 1.090, H43 1.090
31 N 2.14935 -3.23116 -6.09991  C30 1.562, C32 1.522, C33 1.518, C36 1.586
32 C 0.78432 -2.94449 -6.70784  N31 1.522, H44 1.090, H45 1.090, H46 1.090
33 C 2.86099 -4.32266 -6.87939  N31 1.518, C34 1.540, H47 1.090, H48 1.090
34 C 3.45689 -3.69507 -8.15309  C33 1.540, C35 1.513, H49 1.090, H50 1.090
35 C 3.63035 -2.21859 -7.87208  C34 1.513, C36 1.513, H51 1.090, H52 1.090
36 C 3.05990 -1.99235 -6.48887  N31 1.586, C35 1.513, H53 1.090, H54 1.090
37 H 2.51563 -2.71180 -2.02014  C28 1.090
38 H 0.98898 -3.25897 -2.09414  C28 1.090
39 H 1.10720 -1.54203 -1.79462  C28 1.090
40 H 1.85321 -1.27610 -3.84146  C29 1.090
41 H 0.32075 -2.26088 -3.89579  C29 1.090
42 H 1.53151 -4.32850 -4.42914  C30 1.090
43 H 3.21003 -3.49147 -4.22950  C30 1.090
44 H 0.92378 -2.89642 -7.78781  C32 1.090
45 H 0.40128 -2.03977 -6.23574  C32 1.090
46 H 0.11839 -3.78043 -6.49373  C32 1.090
47 H 2.07859 -5.04049 -7.12571  C33 1.090
48 H 3.62669 -4.89073 -6.35110  C33 1.090
49 H 2.89720 -3.90138 -9.06539  C34 1.090
50 H 4.44554 -4.10464 -8.36029  C34 1.090
51 H 3.03955 -1.71040 -8.63419  C35 1.090
52 H 4.67604 -1.92118 -7.95068  C35 1.090
53 H 2.53816 -1.03710 -6.54700  C36 1.090
54 H 3.96647 -1.94820 -5.88531  C36 1.090
55 C -2.29815 -0.50407 6.85953  C56 1.589, H64 1.090, H65 1.090, H66 1.090
56 C -2.18678 0.67531 5.79981  C55 1.589, C57 1.567, H67 1.090, H68 1.090
57 C -3.52664 1.39777 5.42774  C56 1.567, N58 1.517, H69 1.090, H70 1.090
58 N -3.25784 2.65932 4.62848  C57 1.517, C59 1.544, C60 1.553, C63 1.561
59 C -2.53233 3.60424 5.61066  N58 1.544, H71 1.090, H72 1.090, H73 1.090
60 C -4.53349 3.36989 4.09919  N58 1.553, C61 1.556, H74 1.090, H75 1.090
61 C -4.02521 4.23083 2.90735  C60 1.556, C62 1.521, H76 1.090, H77 1.090
62 C -2.99880 3.32668 2.24264  C61 1.521, C63 1.494, H78 1.090, H79 1.090
63 C -2.45139 2.43593 3.31046  N58 1.561, C62 1.494, H80 1.090, H81 1.090
64 H -1.35386 -1.01862 7.03741  C55 1.090
65 H -3.12576 -1.12885 6.52365  C55 1.090
66 H -2.49895 -0.09267 7.84874  C55 1.090
67 H -1.93654 0.23774 4.83336  C56 1.090
68 H -1.45676 1.43684 6.07411  C56 1.090
69 H -4.06910 1.70212 6.32284  C57 1.090
70 H -4.14161 0.75189 4.80104  C57 1.090
71 H -2.74281 3.51651 6.67654  C59 1.090
72 H -2.80238 4.64209 5.41562  C59 1.090
73 H -1.46149 3.46748 5.45995  C59 1.090
74 H -5.05692 4.01883 4.80133  C60 1.090
75 H -5.23097 2.59575 3.77932  C60 1.090
76 H -3.51712 5.14297 3.22032  C61 1.090
77 H -4.84755 4.57139 2.27816  C61 1.090
78 H -2.18015 3.88085 1.78351  C62 1.090
79 H -3.42286 2.68315 1.47184  C62 1.090
80 H -1.40977 2.73227 3.43414  C63 1.090
81 H -2.46081 1.42281 2.90847  C63 1.090
82 C -1.11189 7.25069 -5.71784  C83 1.523, H91 1.090, H92 1.090, H93 1.090
83 C -0.62751 7.36579 -4.27851  C82 1.523, C84 1.545, H94 1.090, H95 1.090
84 C 0.37549 6.28596 -3.81519  C83 1.545, N85 1.517, H96 1.090, H97 1.090
85 N 0.65770 6.35192 -2.32567  C84 1.517, C86 1.510, C87 1.513, C90 1.507
86 C 1.31588 7.66377 -1.97060  N85 1.510, H98 1.090, H99 1.090, H100 1.090
87 C 1.54746 5.16418 -2.03311  N85 1.513, C88 1.641, H101 1.090, H102 1.090
88 C 0.47207 3.98891 -1.63891  C87 1.641, C89 1.510, H103 1.090, H104 1.090
89 C -0.87919 4.66276 -1.60224  C88 1.510, C90 1.543, H105 1.090, H106 1.090
90 C -0.54664 6.16066 -1.44095  N85 1.507, C89 1.543, H107 1.090, H108 1.090
91 H -0.31919 7.28583 -6.46518  C82 1.090
92 H -1.59265 8.18286 -6.01454  C82 1.090
93 H -1.76092 6.37649 -5.76906  C82 1.090
94 H -1.57703 7.38755 -3.74367  C83 1.090
95 H -0.12090 8.29548 -4.01942  C83 1.090
96 H 1.27563 6.30306 -4.42963  C84 1.090
97 H -0.08979 5.30081 -3.84813  C84 1.090
98 H 1.51463 7.60940 -0.90026  C86 1.090
99 H 0.67058 8.50989 -2.20671  C86 1.090
100 H 2.20455 7.65403 -2.60171  C86 1.090
101 H 2.03592 5.46150 -1.10515  C87 1.090
102 H 2.22661 4.87381 -2.83470  C87 1.090
103 H 0.71680 3.43090 -0.73511  C88 1.090
104 H 0.45360 3.26304 -2.45185  C88 1.090
105 H -1.39655 4.41982 -0.67411  C89 1.090
106 H -1.64935 4.35987 -2.31162  C89 1.090
107 H -0.27633 6.35510 -0.40306  C90 1.090
108 H -1.27936 6.89479 -1.77604  C90 1.090
109 C 2.75315 -2.26450 1.81638  C110 1.586, H118 1.090, H119 1.090, H120 1.090
110 C 3.93194 -3.31864 1.69515  C109 1.586, C111 1.503, H121 1.090, H122 1.090
111 C 4.98644 -3.41862 2.76172  C110 1.503, N112 1.558, H123 1.090, H124 1.090
112 N 6.04892 -4.54408 2.58414  C111 1.558, C113 1.567, C114 1.575, C117 1.564
113 C 7.02805 -4.08885 1.44889  N112 1.567, H125 1.090, H126 1.090, H127 1.090
114 C 5.25593 -5.89858 2.44859  N112 1.575, C115 1.590, H128 1.090, H129 1.090
115 C 6.38920 -6.99961 2.62207  C114 1.590, C116 1.581, H130 1.090, H131 1.090
116 C 7.26360 -6.46046 3.82331  C115 1.581, C117 1.595, H132 1.090, H133 1.090
117 C 6.91211 -4.90471 3.83765  N112 1.564, C116 1.595, H134 1.090, H135 1.090
118 H 1.97851 -2.55271 1.10576  C109 1.090
119 H 3.19628 -1.29182 1.60277  C109 1.090
120 H 2.28898 -2.26313 2.80261  C109 1.090
121 H 4.38153 -3.27171 0.70330  C110 1.090
122 H 3.50277 -4.31644 1.60390  C110 1.090
123 H 4.50816 -3.49583 3.73813  C111 1.090
124 H 5.66897 -2.56980 2.80366  C111 1.090
125 H 6.42636 -3.84730 0.57269  C113 1.090
126 H 7.63764 -4.97413 1.26786  C113 1.090
127 H 7.59784 -3.22910 1.80141  C113 1.090
128 H 4.65590 -6.00856 1.54529  C114 1.090
129 H 4.62619 -5.86709 3.33771  C114 1.090
130 H 6.92101 -6.97642 1.67089  C115 1.090
131 H 5.91469 -7.94779 2.87480  C115 1.090
132 H 8.31870 -6.70974 3.71051  C116 1.090
133 H 6.89221 -6.89350 4.75209  C116 1.090
134 H 7.76349 -4.23222 3.94255  C117 1.090
135 H 6.32933 -4.67776 4.73037  C117 1.090
136 C 9.50360 1.81522 -3.12013  C137 1.526, H145 1.090, H146 1.090, H147 1.090
137 C 8.10521 1.34059 -3.50445  C136 1.526, C138 1.505, H148 1.090, H149 1.090
138 C 7.32442 0.54347 -2.49408  C137 1.505, N139 1.523, H150 1.090, H151 1.090
139 N 5.81075 0.56473 -2.65996  C138 1.523, C140 1.536, C141 1.540, C144 1.629
140 C 5.33822 -0.16776 -3.92439  N139 1.536, H152 1.090, H153 1.090, H154 1.090
141 C 5.24393 1.98908 -2.50958  N139 1.540, C142 1.566, H155 1.090, H156 1.090
142 C 3.74460 1.88614 -2.06800  C141 1.566, C143 1.512, H157 1.090, H158 1.090
143 C 3.59515 0.46497 -1.57310  C142 1.512, C144 1.528, H159 1.090, H160 1.090
144 C 4.99481 -0.13329 -1.43501  N139 1.629, C143 1.528, H161 1.090, H162 1.090
145 H 9.48499 2.22715 -2.11114  C136 1.090
146 H 9.91895 2.73354 -3.53520  C136 1.090
147 H 10.16143 0.96538 -2.93815  C136 1.090
148 H 8.25483 0.71498 -4.38441  C137 1.090
149 H 7.56905 2.20324 -3.89999  C137 1.090
150 H 7.50256 0.89434 -1.47759  C138 1.090
151 H 7.56570 -0.51912 -2.46642  C138 1.090
152 H 5.84739 -1.13072 -3.88481  C140 1.090
153 H 5.67073 0.56141 -4.66320  C140 1.090
154 H 4.27387 -0.40134 -3.89833  C140 1.090
155 H 5.36949 2.42074 -3.50255  C141 1.090
156 H 5.96715 2.55374 -1.92117  C141 1.090
157 H 3.28751 2.09747 -3.03470  C142 1.090
158 H 3.44804 2.66352 -1.36385  C142 1.090
159 H 2.96011 -0.04512 -2.29742  C143 1.090
160 H 3.05722 0.48802 -0.62536  C143 1.090
161 H 4.97518 -1.21805 -1.53999  C144 1.090
162 H 5.27151 0.10105 -0.40709  C144 1.090
163 C -7.22641 -4.52537 -5.56690  C164 1.596, H172 1.090, H173 1.090, H174 1.090
164 C -5.79434 -3.82366 -5.62562  C163 1.596, C165 1.542, H175 1.090, H176 1.090
165 C -5.09304 -4.21756 -4.31011  C164 1.542, N166 1.544, H177 1.090, H178 1.090
166 N -3.73345 -3.49180 -4.21158  C165 1.544, C167 1.576, C168 1.620, C171 1.555
167 C -2.76219 -4.04904 -5.32079  N166 1.576, H179 1.090, H180 1.090, H181 1.090
168 C -3.11185 -3.89881 -2.77204  N166 1.620, C169 1.476, H182 1.090, H183 1.090
169 C -2.74470 -2.57547 -2.23246  C168 1.476, C170 1.520, H184 1.090, H185 1.090
170 C -2.65792 -1.50962 -3.31289  C169 1.520, C171 1.502, H186 1.090, H187 1.090
171 C -3.79692 -1.93848 -4.19328  N166 1.555, C170 1.502, H188 1.090, H189 1.090
172 H -7.22438 -5.58368 -5.30599  C163 1.090
173 H -7.82783 -4.40384 -6.46780  C163 1.090
174 H -7.91435 -4.08771 -4.84351  C163 1.090
175 H -6.03761 -2.76355 -5.69685  C164 1.090
176 H -5.23816 -4.28258 -6.44303  C164 1.090
177 H -4.98146 -5.30115 -4.27155  C165 1.090
178 H -5.68760 -3.85812 -3.47022  C165 1.090
179 H -2.69921 -5.13685 -5.29249  C167 1.090
180 H -1.80368 -3.65928 -4.97810  C167 1.090
181 H -3.12728 -3.65845 -6.27066  C167 1.090
182 H -2.38242 -4.69938 -2.89496  C168 1.090
183 H -3.96698 -4.30712 -2.23340  C168 1.090
184 H -1.77324 -2.72253 -1.76050  C169 1.090
185 H -3.45252 -2.26711 -1.46305  C169 1.090
186 H -1.70956 -1.60467 -3.84175  C170 1.090
187 H -2.64713 -0.49881 -2.90517  C170 1.090
188 H -3.74491 -1.46588 -5.17412  C171 1.090
189 H -4.70906 -1.58971 -3.70907  C171 1.090
190 C -8.28581 4.29600 2.88455  C191 1.535, H199 1.090, H200 1.090, H201 1.090
191 C -7.79888 3.79084 1.51925  C190 1.535, C192 1.531, H202 1.090, H203 1.090
192 C -8.05883 2.28650 1.40159  C191 1.531, N193 1.582, H204 1.090, H205 1.090
193 N -7.37858 1.64320 0.12696  C192 1.582, C194 1.472, C195 1.579, C198 1.535
194 C -7.96061 2.16339 -1.12084  N193 1.472, H206 1.090, H207 1.090, H208 1.090
195 C -7.50180 0.07158 0.03131  N193 1.579, C196 1.529, H209 1.090, H210 1.090
196 C -6.32607 -0.51480 -0.75077  C195 1.529, C197 1.540, H211 1.090, H212 1.090
197 C -5.33258 0.63418 -1.00389  C196 1.540, C198 1.577, H213 1.090, H214 1.090
198 C -5.85710 1.76168 -0.03377  N193 1.535, C197 1.577, H215 1.090, H216 1.090
199 H -9.36612 4.18180 2.97388  C190 1.090
200 H -7.94743 5.31249 3.08544  C190 1.090
201 H -7.89898 3.76784 3.75605  C190 1.090
202 H -6.70951 3.82784 1.51673  C191 1.090
203 H -8.15931 4.32130 0.63789  C191 1.090
204 H -9.14862 2.29298 1.38152  C192 1.090
205 H -7.69163 1.67685 2.22718  C192 1.090
206 H -7.59131 1.62217 -1.99192  C194 1.090
207 H -7.76886 3.23599 -1.15009  C194 1.090
208 H -9.04982 2.12297 -1.13043  C194 1.090
209 H -8.47919 -0.13653 -0.40400  C195 1.090
210 H -7.54174 -0.33566 1.04159  C195 1.090
211 H -6.64457 -1.04308 -1.64942  C196 1.090
212 H -5.83642 -1.29110 -0.16282  C196 1.090
213 H -5.07052 0.89280 -2.02982  C197 1.090
214 H -4.35373 0.23998 -0.73085  C197 1.090
215 H -5.59182 2.76277 -0.37372  C198 1.090
216 H -5.38635 1.70723 0.94783  C198 1.090
217 C 0.33764 -2.96203 4.92926  C218 1.542, H226 1.090, H227 1.090, H228 1.090
218 C -0.37678 -3.46436 3.65811  C217 1.542, C219 1.601, H229 1.090, H230 1.090
219 C -1.66242 -4.35466 4.00083  C218 1.601, N220 1.477, H231 1.090, H232 1.090
220 N -2.58102 -4.52134 2.85648  C219 1.477, C221 1.514, C222 1.629, C225 1.521
221 C -1.79852 -5.28937 1.81227  N220 1.514, H233 1.090, H234 1.090, H235 1.090
222 C -3.30275 -3.15596 2.33845  N220 1.629, C223 1.551, H236 1.090, H237 1.090
223 C -4.52556 -3.09624 3.29130  C222 1.551, C224 1.441, H238 1.090, H239 1.090
224 C -4.93861 -4.46467 3.47544  C223 1.441, C225 1.487, H240 1.090, H241 1.090
225 C -3.80754 -5.37234 3.14809  N220 1.521, C224 1.487, H242 1.090, H243 1.090
226 H -0.22919 -2.16836 5.41598  C217 1.090
227 H 1.28941 -2.50382 4.66044  C217 1.090
228 H 0.40103 -3.76815 5.66019  C217 1.090
229 H 0.33412 -4.11835 3.15313  C218 1.090
230 H -0.47305 -2.75933 2.83242  C218 1.090
231 H -2.24695 -3.76236 4.70482  C219 1.090
232 H -1.46267 -5.37916 4.31482  C219 1.090
233 H -2.48536 -5.21529 0.96914  C221 1.090
234 H -1.66381 -6.35883 1.97416  C221 1.090
235 H -0.88253 -4.72210 1.64712  C221 1.090
236 H -3.46482 -3.21161 1.26200  C222 1.090
237 H -2.49326 -2.44767 2.51494  C222 1.090
238 H -5.19785 -2.46031 2.71535  C223 1.090
239 H -4.33166 -2.57255 4.22738  C223 1.090
240 H -5.77833 -4.74405 2.83911  C224 1.090
241 H -5.34221 -4.66541 4.46786  C224 1.090
242 H -4.06962 -5.98870 2.28814  C225 1.090
243 H -3.62680 -5.97524 4.03800  C225 1.090
244 P -0.60808 0.10510 0.36317  F245 1.686, F246 1.653, F247 1.620, F248 1.589, F249 1.579, F250 1.574
245 F 0.95422 -0.13069 0.95125  P244 1.686
246 F -0.21940 0.39566 -1.21701  P244 1.653
247 F -0.78499 -1.49621 0.19025  P244 1.620
248 F -2.15931 0.20567 0.03240  P244 1.589
249 F -1.14636 -0.19328 1.81681  P244 1.579
250 F -0.53157 1.65669 0.61415  P244 1.574
251 P 0.30452 5.65724 2.52844  F252 1.636, F253 1.600, F254 1.646, F255 1.656, F256 1.627, F257 1.644
252 F 1.49796 5.36041 3.60804  P251 1.636
253 F 0.29659 4.12488 2.06844  P251 1.600
254 F -0.87217 5.50307 3.66961  P251 1.646
255 F -0.97572 5.90245 1.50703  P251 1.656
256 F 0.14737 7.24576 2.84181  P251 1.627
257 F 1.36816 6.02229 1.32951  P251 1.644

Output
- HOMO (alpha / beta) (eV) = -12.3 / -20.6
- Kohn-Sham gap (alpha / beta) (eV) = 2.089 / 10.420
- E_LUMO (alpha / beta) (eV) = -10.2 / -10.2
- <S²> = 0.751
- strongest force on any atom (eV/Å) = 4.95
- charge = +6
- 2S+1 = 2